No. 1
{"formula": "C19H28N2O3S2", "method": "ωB97M-V/def2-TZVPD", "e_tot_ha": -1872.3856, "total_charge": 0, "homo_ev": -8.7, "e_lumo_ev": 0.478, "relative_energy_kj_mol": 101.5, "orbital_gap_ha": 0.3364, "elements": ["C", "S", "C", "C", "O", "N", "C", "C", "C", "S", "C", "C", "C", "C", "C", "N", "C", "O", "C", "C", "C", "C", "C", "C", "O", "C", "H", "H", "H", "H", "H", "H", "H", "H", "H", "H", "H", "H", "H", "H", "H", "H", "H", "H", "H", "H", "H", "H", "H", "H", "H", "H", "H", "H"], "xyz": [[-3.3066, 3.0728, 0.4619], [-2.9694, 1.3192, 0.7104], [-1.1677, 1.3096, 0.5056], [-0.7998, 1.8696, -0.8550], [-0.4543, 3.0371, -0.9589], [-0.9091, 1.0613, -1.9318], [-1.4450, -0.3004, -1.9745], [-2.0092, -0.3794, -3.3879], [-3.3726, 0.3102, -3.4779], [-3.4750, 1.1419, -5.0961], [-1.7207, 0.8748, -5.4965], [-1.0136, 0.4560, -4.2128], [0.2718, -0.3082, -4.5162], [-0.7320, 1.6330, -3.2693], [-0.3972, 1.9473, 1.6840], [-0.0853, 0.5960, 2.1589], [1.0055, 0.2715, 2.8980], [1.6357, 1.1034, 3.5229], [1.3803, -1.2095, 2.8943], [1.8309, -1.6978, 4.2807], [3.2202, -2.2408, 4.0024], [4.1537, -2.7140, 5.0628], [3.5220, -3.7046, 4.1134], [3.6690, -1.4645, 2.7924], [2.4840, -1.3690, 1.9979], [-0.5919, -0.0608, 0.9500], [-4.3685, 3.2114, 0.6560], [-2.7334, 3.6777, 1.1624], [-3.0767, 3.3867, -0.5538], [-0.6557, -1.0421, -1.8207], [-2.2133, -0.4447, -1.2156], [-2.0669, -1.4044, -3.7576], [-4.1914, -0.3992, -3.3730], [-3.4729, 1.0578, -2.6892], [-1.6279, 0.0904, -6.2482], [-1.3052, 1.7942, -5.9108], [0.9452, 0.3020, -5.1206], [0.8038, -0.5727, -3.6003], [0.0580, -1.2268, -5.0660], [-1.4352, 2.4568, -3.4156], [0.2762, 2.0320, -3.3884], [0.4898, 2.4986, 1.3705], [-0.9818, 2.5490, 2.3770], [0.5572, -1.8062, 2.4967], [1.8800, -0.8517, 4.9666], [1.1594, -2.4515, 4.6897], [5.2083, -2.5019, 4.9447], [3.8046, -2.6978, 6.0865], [2.7487, -4.3533, 4.5035], [4.1525, -4.1526, 3.3567], [4.0110, -0.4614, 3.0692], [4.4337, -1.9641, 2.1990], [-1.3254, -0.8499, 1.1260], [0.2018, -0.4308, 0.2966]], "mulliken_charge": [-0.861, -0.061, 1.655, -0.830, -0.690, 0.505, -1.037, -0.430, -0.776, -0.212, -1.183, 1.661, -1.893, -1.263, -0.923, 0.195, 0.137, -0.677, 0.577, -1.297, 1.027, -0.739, -0.922, -0.637, -0.466, -1.154, 0.431, 0.279, 0.215, 0.280, 0.460, 0.685, 0.527, 0.132, 0.464, 0.424, 0.427, 0.366, 0.463, 0.415, 0.380, 0.350, 0.286, 0.495, 0.303, 0.419, 0.260, 0.267, 0.269, 0.259, 0.277, 0.384, 0.302, 0.476]}

***

No. 2
{"formula": "C37H19F4N7TeZn", "method": "ωB97M-V/def2-TZVPD", "e_tot_ha": -4251.5362, "total_charge": -2, "homo_ev": -1.3, "e_lumo_ev": 3.802, "relative_energy_kj_mol": 73.7, "orbital_gap_ha": 0.1877, "elements": ["Zn", "C", "C", "N", "C", "C", "C", "C", "C", "C", "C", "N", "C", "C", "C", "C", "C", "C", "C", "C", "N", "C", "H", "H", "H", "H", "H", "H", "H", "H", "H", "H", "H", "H", "F", "C", "C", "F", "C", "C", "C", "F", "C", "C", "C", "N", "C", "N", "F", "C", "C", "N", "C", "N", "C", "H", "H", "Te", "C", "C", "C", "C", "C", "C", "H", "H", "H", "H", "H"], "xyz": [[-0.2037, -1.9598, 0.2494], [-3.5052, -0.7939, -2.8064], [-2.9956, -1.5782, -1.7648], [-2.3271, -1.0941, -0.7469], [-2.1141, 0.2293, -0.6761], [-2.6774, 1.1294, -1.6299], [-3.3597, 0.5655, -2.7262], [-2.5197, 2.5136, -1.4552], [-1.8121, 2.9749, -0.3752], [-1.2327, 2.1086, 0.5473], [-1.3272, 0.7234, 0.4278], [-0.7763, -0.2507, 1.1932], [-0.3450, -0.2087, 2.4703], [-0.1038, 0.8963, 3.2922], [0.3947, 0.7656, 4.5835], [0.6788, -0.4614, 5.1254], [0.4160, -1.6169, 4.3752], [0.6748, -2.9116, 4.8641], [0.3199, -4.0016, 4.1117], [-0.2839, -3.7907, 2.8710], [-0.4763, -2.5957, 2.3550], [-0.1280, -1.5062, 3.0640], [-4.0034, -1.2577, -3.6467], [-3.1489, -2.6510, -1.7614], [-3.7631, 1.2157, -3.4930], [-2.9475, 3.1988, -2.1741], [-1.6636, 4.0370, -0.2436], [-0.6612, 2.5627, 1.3364], [-0.2744, 1.8957, 2.9347], [0.5910, 1.6647, 5.1509], [1.0971, -0.5582, 6.1163], [1.1534, -3.0226, 5.8281], [0.5025, -5.0076, 4.4653], [-0.5992, -4.6268, 2.2601], [1.9758, 0.0407, -0.3178], [2.2151, 0.9884, 0.6467], [1.8940, 2.2805, 0.3049], [1.4070, 2.4682, -0.9521], [2.0308, 3.3628, 1.1984], [2.6282, 2.9965, 2.4255], [2.9674, 1.7017, 2.7536], [3.5140, 1.4770, 3.9770], [2.7539, 0.6191, 1.8879], [2.9800, -0.7604, 2.2484], [2.3623, -1.7306, 1.5106], [1.7908, -2.5350, 0.8867], [3.6922, -1.2084, 3.3518], [4.2890, -1.6833, 4.2223], [2.8836, 3.9584, 3.3542], [1.5605, 4.6744, 0.9131], [1.4643, 5.6796, 1.8667], [1.3073, 6.5600, 2.6022], [1.0641, 5.0763, -0.3207], [0.6376, 5.5220, -1.3005], [0.1307, -2.4288, -1.6798], [-0.7442, -2.8763, -2.1306], [0.9827, -3.0814, -1.8441], [0.5121, -0.5716, -2.6919], [-0.2343, -1.1676, -4.6060], [-0.8015, -2.4129, -4.8633], [-1.2873, -2.7431, -6.1144], [-1.2120, -1.8349, -7.1575], [-0.6496, -0.5888, -6.9203], [-0.1761, -0.2617, -5.6657], [-0.8650, -3.1409, -4.0668], [-1.7291, -3.7187, -6.2800], [-1.5901, -2.0955, -8.1384], [-0.5855, 0.1272, -7.7294], [0.2520, 0.7161, -5.4922]], "mulliken_charge": [-0.323, -0.630, -0.495, -0.272, -0.284, 1.613, -0.729, -1.262, -1.153, -0.888, 1.199, 0.433, 1.329, -0.953, -0.928, -0.994, 1.236, -0.730, -0.606, -0.446, -0.245, -0.125, 0.381, 0.457, 0.392, 0.366, 0.430, 0.315, 0.553, 0.412, 0.317, 0.383, 0.370, 0.393, -0.327, 0.464, 0.839, -0.429, 0.378, 0.519, -0.144, -0.459, 0.159, 0.178, 0.456, -0.822, 0.245, -0.837, -0.404, 0.322, 0.011, -0.801, 0.193, -0.818, -1.110, 0.166, 0.804, 0.073, 0.268, -0.007, -0.689, -0.373, -0.578, -0.547, 0.375, 0.351, 0.345, 0.350, 0.333]}

***

No. 3
{"formula": "C5H14N2O", "method": "ωB97M-V/def2-TZVPD", "spin_multiplicity": 2, "e_tot_ha": -382.2522, "total_charge": 3, "homo_ev": [-22.1, -22.1], "e_lumo_ev": [-13.932, -17.806], "relative_energy_kj_mol": 315.8, "orbital_gap_ha": [0.2988, 0.1564], "elements": ["C", "C", "C", "C", "C", "N", "N", "H", "H", "H", "H", "H", "H", "H", "H", "H", "H", "H", "H", "H", "H", "O"], "xyz": [[-0.3701, -0.8637, -0.8609], [0.3587, -0.3656, 0.3682], [1.2831, 0.9032, -0.0604], [2.2483, 0.8850, -0.9669], [0.5058, 3.0491, 0.4523], [0.9893, 1.9012, 0.9421], [-0.8810, -2.3213, -0.8181], [-0.0074, -0.8486, -1.8324], [-1.1047, -0.0231, -0.9849], [-0.3797, 0.0145, 1.1550], [1.0415, -1.2773, 0.5868], [2.5656, -0.0192, -1.3509], [3.1220, 1.5616, -1.3936], [0.5368, 3.2566, -0.6716], [0.0017, 3.7139, 1.0777], [1.1049, 1.6845, 1.9904], [-1.5513, -2.4917, -0.1528], [-0.0834, -2.9864, -0.5844], [-1.3062, -2.4979, -1.8648], [-3.1575, -0.8952, 1.0732], [-2.4260, -0.9971, 2.3824], [-2.4903, -1.3825, 1.5135]], "mulliken_spin": [0.049, 0.042, 0.440, 0.318, 0.042, 0.020, 0.003, 0.001, -0.001, -0.002, 0.059, 0.029, -0.004, 0.002, 0.006, -0.004, 0.000, 0.001, 0.000, 0.000, 0.000, 0.000]}

***

No. 4
{"formula": "C9H9NOS", "method": "ωB97M-V/def2-TZVPD", "e_tot_ha": -876.4083, "total_charge": 0, "homo_ev": -7.9, "e_lumo_ev": -0.096, "relative_energy_kj_mol": 326.3, "orbital_gap_ha": 0.2880, "elements": ["C", "C", "C", "C", "C", "C", "C", "C", "C", "N", "O", "S", "H", "H", "H", "H", "H", "H", "H", "H", "H"], "xyz": [[0.8636, -2.0198, 1.5835], [1.2444, -1.3623, 0.4016], [-0.2349, -1.6259, 2.3196], [0.2892, -0.4743, -0.0955], [-0.8124, -0.1995, 0.6868], [-1.3684, 1.7221, -0.8433], [-1.6225, 0.8467, 0.1341], [0.3936, 0.2010, -1.5158], [0.0367, 1.6550, -1.4290], [-1.1123, -0.7725, 1.8373], [-2.9379, 0.9273, 2.7699], [-3.7055, 0.9848, 1.2683], [1.5699, -2.6453, 2.1146], [2.0839, -1.8176, -0.0362], [-0.7045, -2.0922, 3.2244], [-2.0859, 2.4387, -1.1237], [1.3372, 0.1214, -1.9790], [-0.3303, -0.4597, -2.0329], [-0.0061, 2.0697, -2.3612], [0.8202, 2.0781, -0.8233], [-2.2396, 0.1459, 2.6936]], "mulliken_charge": [-0.600, -0.652, -0.257, 0.520, 1.190, -0.470, -0.568, -0.935, -0.782, -0.606, -0.545, 0.010, 0.373, 0.445, 0.386, 0.473, 0.418, 0.333, 0.431, 0.310, 0.526]}